No. 1
{"formula": "CHN3OS", "method": "the ωB97M-V functional and the def2-TZVPD basis", "largest_force_ha_per_bohr": 0.041, "e_homo_ev": -9.15, "elements": ["C", "N", "N", "N", "O", "S", "H"], "xyz": [[0.844, -0.656, -0.697], [-0.186, -0.212, -1.211], [-1.138, 0.404, -0.512], [-0.723, 0.633, 0.675], [0.396, 0.290, 1.120], [2.168, -1.403, -0.833], [-1.361, 0.944, 1.458]], "atomic_forces_ev_per_a": [[0.504, 0.115, -0.234], [-1.921, 0.704, -0.315], [-0.215, 0.528, 0.899], [-1.049, 0.003, 1.536], [0.659, -0.397, -0.459], [1.859, -0.975, 0.373], [0.163, 0.022, -1.800]]}

=====

No. 2
{"formula": "CHN3OS", "method": "the ωB97M-V functional and the def2-TZVPD basis", "largest_force_ha_per_bohr": 0.106, "e_homo_ev": -9.32, "elements": ["O", "C", "N", "S", "H", "N", "N"], "xyz": [[-3.448, 0.524, 0.098], [-2.481, -0.114, 0.033], [-1.428, -0.688, 0.178], [-0.103, -1.188, -0.739], [0.643, -1.108, 0.413], [-0.671, 1.708, -0.116], [-1.580, 2.373, -0.175]], "atomic_forces_ev_per_a": [[-0.744, -0.150, -0.249], [0.970, -0.621, 0.473], [-1.087, -0.357, -0.367], [0.258, -0.006, 1.251], [0.033, -0.248, -1.057], [-3.792, 3.909, -0.241], [4.362, -2.527, 0.190]]}

=====

No. 3
{"formula": "CHN4", "method": "the ωB97M-V functional and the def2-TZVPD basis", "largest_force_ha_per_bohr": 0.253, "e_homo_ev": -2.10, "charge": -1, "elements": ["C", "N", "N", "N", "N", "H"], "xyz": [[1.613, 0.041, -0.163], [-1.895, -0.530, 0.437], [2.062, -0.791, 0.427], [-2.926, -0.937, 0.428], [1.013, 1.070, -0.175], [0.133, 1.146, -0.954]], "atomic_forces_ev_per_a": [[-0.836, -0.400, -0.860], [-2.517, -1.029, -0.003], [5.279, -8.491, 3.167], [2.520, 0.997, 0.017], [-7.738, 9.301, -4.778], [3.292, -0.378, 2.456]]}

=====

No. 4
{"formula": "CHN5O", "method": "the ωB97M-V functional and the def2-TZVPD basis", "largest_force_ha_per_bohr": 0.065, "e_homo_ev": -10.08, "elements": ["H", "N", "C", "N", "N", "N", "N", "O"], "xyz": [[0.555, 0.408, 2.398], [0.890, 0.761, 1.516], [0.571, 0.243, 0.459], [0.933, 0.343, -0.809], [0.110, 0.237, -1.742], [-1.150, -0.102, -1.582], [-1.342, -0.896, -0.631], [-0.568, -0.994, 0.392]], "atomic_forces_ev_per_a": [[-0.338, -0.126, 0.018], [0.419, 0.138, -0.229], [-2.382, -1.949, 1.265], [1.323, 0.547, -1.091], [1.962, 1.068, -1.265], [-1.034, -0.100, 0.014], [-2.107, -1.198, 0.739], [2.157, 1.619, 0.549]]}

=====

No. 5
{"formula": "CHN6", "method": "the ωB97M-V functional and the def2-TZVPD basis", "largest_force_ha_per_bohr": 0.125, "e_homo_ev": [-3.76, -3.76], "charge": -1, "elements": ["C", "N", "N", "N", "N", "N", "N", "H"], "xyz": [[0.064, -0.253, 0.039], [1.019, -1.128, 0.013], [0.969, 1.241, -0.051], [2.215, -0.558, -0.006], [2.102, 0.751, -0.114], [-2.130, 0.334, 0.339], [-1.212, -0.410, -0.146], [-3.027, 0.023, -0.074]], "atomic_forces_ev_per_a": [[4.495, 4.594, 0.252], [-0.341, -0.543, -0.067], [-3.172, -2.722, 0.221], [0.323, -1.437, -0.048], [0.749, 1.086, 0.177], [1.461, 0.053, -0.519], [-4.028, -0.751, -0.163], [0.514, -0.280, 0.147]]}

=====

No. 6
{"formula": "CHN6", "method": "the ωB97M-V functional and the def2-TZVPD basis", "largest_force_ha_per_bohr": 0.113, "e_homo_ev": -3.03, "charge": -1, "elements": ["C", "N", "N", "N", "N", "N", "N", "H"], "xyz": [[-0.736, -1.009, 1.430], [-0.009, -0.545, 2.447], [-1.343, 0.093, 0.782], [-0.092, 0.781, 2.380], [-0.832, 1.193, 1.407], [-0.457, -1.775, -1.857], [-0.880, -0.823, -2.300], [-1.929, 0.200, -0.022]], "atomic_forces_ev_per_a": [[-1.826, -2.260, -1.658], [-0.786, -0.115, -1.392], [3.110, -0.709, 3.194], [-0.291, 2.271, -0.464], [-0.313, 1.057, 0.392], [-2.128, 4.821, -2.324], [2.157, -4.877, 2.268], [0.076, -0.188, -0.016]]}